# 1
Entry from OMol25: a 5-piece molecular cluster, H10O4S overall in a non-equilibrium geometry (the ωB97M-V functional and the def2-TZVPD basis).

Its HOMO-LUMO gap is 9.4 eV. The calculation puts the HOMO energy at -9.230 eV. As for the electronic energy: -705.1191 hartree. Its energy above the lowest of the compared OMol25 structures with the same formula, charge and spin is 0.759 eV. As for the SMILES: O.O.O.O.S.

Geometry as XYZ:
```
15
H10O4S | OMol25 | the ωB97M-V functional and the def2-TZVPD basis
S -3.452 1.034 -1.091
O 0.015 2.098 0.908
O -1.327 -2.846 0.268
O 1.836 0.204 -1.585
O 1.544 -0.242 1.230
H -0.656 -3.455 -0.057
H 1.403 -0.239 0.262
H -2.734 1.515 -0.057
H 1.705 -1.174 1.425
H 0.581 2.867 0.952
H 1.678 0.950 -2.174
H 2.554 0.483 -0.994
H -2.696 -0.064 -1.091
H -0.944 -2.391 1.023
H 0.493 1.261 0.981
```

***

# 2
Entry from OMol25: C5H10FIN4 as an isolated structure in a non-equilibrium geometry (the ωB97M-V functional and the def2-TZVPD basis).

Its HOMO-LUMO gap is 6.6 eV. The calculation puts the HOMO energy at -6.528 eV. As for the electronic energy: -813.0084 hartree.

Geometry as XYZ:
```
21
C5H10FIN4 | OMol25 | the ωB97M-V functional and the def2-TZVPD basis
I 0.372 -1.984 1.937
F 3.186 -1.188 0.824
N -2.470 1.556 -0.101
N -1.362 -0.353 -0.169
N -0.108 1.599 0.330
N -2.648 -0.585 -0.404
C 1.741 0.072 -0.639
C 1.241 1.018 0.519
C -1.225 0.968 0.040
C -3.337 0.560 -0.354
C 2.159 -1.370 -0.126
H -0.204 2.596 0.484
H 1.939 1.884 0.531
H 2.688 0.504 -1.025
H 2.629 -1.878 -1.006
H 1.339 0.559 1.522
H 0.967 -0.058 -1.420
H -4.418 0.653 -0.493
H -0.679 -1.120 -0.171
H -3.112 -1.462 -0.610
H 1.300 -1.970 0.331
```

***

# 3
Entry from OMol25: C5H9NO as an isolated structure in a non-equilibrium geometry (the ωB97M-V functional and the def2-TZVPD basis).

Its HOMO-LUMO gap is 10.9 eV. The calculation puts the HOMO energy at -9.787 eV. As for the electronic energy: -325.8036 hartree. Its energy above the lowest of the compared OMol25 structures with the same formula, charge and spin is 3.646 eV.

Geometry as XYZ:
```
16
C5H9NO | OMol25 | the ωB97M-V functional and the def2-TZVPD basis
O 1.979 1.047 -0.105
N 1.834 -1.045 0.216
C 2.611 -0.026 0.316
C -1.195 1.330 -0.118
C -1.235 -1.137 0.009
C 0.844 -0.220 -0.449
C -0.391 0.136 0.300
H 3.679 0.152 0.725
H -1.850 -1.046 -0.839
H -1.896 1.380 0.637
H 0.695 -0.187 -1.456
H -0.451 2.104 -0.072
H -0.282 0.005 1.424
H -0.795 -2.137 -0.079
H -1.469 1.033 -1.167
H -2.077 -1.390 0.658
```

***

# 4
Entry from OMol25: a 8-piece molecular cluster, C32H63BrClN7O2P3 overall in a non-equilibrium geometry (the ωB97M-V functional and the def2-TZVPD basis).

Its HOMO-LUMO gap is 4.6 eV. The calculation puts the HOMO energy at -2.863 eV. As for the electronic energy: -5848.9702 hartree. As for the total charge: -1.

Geometry as XYZ:
```
109
C32H63BrClN7O2P3 | OMol25 | the ωB97M-V functional and the def2-TZVPD basis
Br -2.291 4.022 -1.172
Cl 0.342 0.426 -5.455
P -3.609 2.171 -1.464
P -2.313 0.374 -1.667
P -1.660 0.762 0.386
O -0.083 1.498 0.454
O -4.549 1.846 -0.023
N -5.108 -1.194 0.389
N -0.484 1.547 -10.352
N 5.407 -2.114 3.987
N 0.983 2.707 2.819
N 3.155 7.868 6.705
N 2.480 -4.546 4.208
N -2.365 3.865 -5.343
C -5.307 -0.747 1.441
C -2.141 -0.536 -4.498
C 5.238 -4.732 6.317
C -2.791 3.868 -6.423
C 1.372 1.625 2.981
C 2.519 7.996 5.742
C 4.325 0.876 3.425
C -1.122 4.369 -8.961
C 1.866 0.256 3.179
C 0.400 -0.904 -9.992
C 1.645 -0.949 -9.108
C -7.616 -1.595 3.294
C -1.563 -1.005 1.193
C 2.858 -0.284 -9.745
C 6.339 -3.851 5.727
C -1.498 0.667 -5.460
C -5.565 -0.178 2.771
C 2.489 6.010 3.389
C 1.720 8.159 4.520
C 0.644 -6.371 4.670
C -3.330 3.877 -7.790
C -6.212 -1.186 3.719
C 3.112 0.211 4.063
C 2.236 -8.157 5.544
C 1.669 -5.350 4.414
C 4.242 -3.957 7.170
C -2.303 3.417 -8.822
C -0.095 0.465 -10.190
C -3.145 0.100 -3.369
C 5.818 -2.883 4.753
C 1.018 -7.290 5.832
C 1.309 6.819 3.911
H -6.198 0.711 2.680
H -0.808 -1.645 0.550
H -4.045 -0.642 -3.236
H -3.691 4.881 -8.041
H 2.133 5.089 2.917
H 2.082 -8.767 4.649
H 1.077 -0.341 3.651
H -6.269 -0.739 4.719
H -0.448 4.020 -9.750
H 2.908 0.685 5.031
H -2.622 -1.545 1.086
H 6.868 -3.325 6.530
H -3.593 1.120 -3.731
H -2.799 3.335 -9.797
H -3.351 -0.496 -1.097
H -5.586 -2.083 3.805
H 0.611 -1.369 -10.961
H 4.159 1.946 3.268
H 3.171 5.728 4.197
H -1.931 2.416 -8.568
H -1.401 -0.755 -1.837
H -1.927 0.557 -6.568
H -0.303 -5.872 4.906
H 0.815 8.729 4.762
H 3.135 -7.550 5.397
H -4.861 0.883 -0.158
H 3.732 -0.393 -9.095
H 0.623 7.010 3.077
H -2.807 -1.193 -5.240
H 2.279 8.749 3.785
H 2.078 -0.208 2.210
H -7.608 -2.115 2.331
H 1.441 -0.475 -8.140
H -4.198 3.208 -7.833
H 4.699 -5.252 5.516
H 5.198 0.767 4.076
H 0.759 6.221 4.647
H 3.693 -3.221 6.576
H 4.749 -3.434 7.987
H -0.011 2.041 1.317
H -0.545 4.431 -8.034
H 0.473 -6.963 3.764
H -1.460 5.376 -9.225
H 5.704 -5.503 6.942
H 2.692 0.786 -9.902
H -0.390 -1.501 -9.519
H -1.317 -1.255 -4.057
H 3.359 -0.838 4.266
H -1.221 -0.917 2.327
H 1.892 -1.998 -8.905
H -8.270 -0.722 3.209
H 3.055 6.577 2.643
H 1.200 -6.701 6.739
H -1.846 1.715 -5.065
H 3.095 -0.742 -10.711
H 3.511 -4.643 7.610
H -4.614 0.154 3.205
H -1.284 1.227 -2.228
H 0.166 -7.948 6.045
H -8.051 -2.273 4.035
H 7.075 -4.493 5.230
H 2.425 -8.832 6.386
H 4.561 0.418 2.460
```